1.
C16H11Br2Cl40FN2O2S | ωB97M-V/def2-TZVPD

The geometry in XYZ format:
```
75
Properties=species:S:1:pos:R:3:forces:R:3:lowdin_charge:R:1
C 2.502 1.196 1.341 -1.0647 1.1215 -0.2701 -0.048
C 2.087 0.807 -0.200 -0.3144 -0.6219 -0.0081 -0.196
C 2.845 1.615 -1.451 0.0676 -1.1096 0.4919 -0.051
N 1.142 -0.118 -0.578 3.2109 3.9250 -1.0272 -0.019
N -0.116 0.196 -0.014 -2.1483 0.0048 -0.1333 -0.282
C -0.883 0.916 -1.101 -0.6948 1.9088 -0.5987 -0.651
Br -1.407 -0.283 -2.653 0.3435 0.4450 0.9796 0.631
C -2.242 1.686 -0.602 0.0755 0.3137 0.9262 -0.667
C -2.012 2.833 0.546 -1.1213 0.0718 0.3433 -0.159
Br -2.967 2.658 -2.242 0.7039 -0.8874 1.5279 0.586
S -0.801 -1.363 0.385 4.0870 -8.3366 4.3733 0.844
O -0.194 -2.549 -0.436 -3.2765 5.1869 1.9136 -0.344
O -0.381 -1.647 1.879 -2.3203 2.2703 -5.7271 -0.425
F -2.514 -1.432 0.339 3.0285 0.9668 -0.2744 -0.252
H 3.421 0.603 1.768 -1.7531 0.9196 -1.3964 0.100
H 1.601 0.994 2.065 1.6776 0.3517 -1.4731 0.086
H 2.773 2.353 1.361 -0.5504 -2.4775 0.0459 0.093
H 2.625 1.010 -2.441 0.6164 1.2725 2.1192 0.038
H 2.359 2.687 -1.560 0.6603 -2.2495 0.5141 0.103
H 3.989 1.793 -1.249 -2.2639 -0.5298 -0.4535 0.092
H -0.172 1.742 -1.586 -1.4783 -2.0388 1.2723 0.129
H -3.111 0.987 -0.245 1.9066 1.1285 -0.8937 0.103
H -2.938 3.581 0.458 2.0918 -1.6707 0.1937 0.080
H -1.041 3.476 0.423 -1.7663 -1.4854 0.1843 0.090
H -2.104 2.340 1.629 0.5610 1.0311 -2.3901 0.095
Cl -1.710 1.157 5.641 -0.0685 -0.3087 -0.0256 0.500
C -2.111 -0.566 5.425 -0.1168 -0.1142 -0.2006 -1.991
Cl -0.734 -1.566 5.952 -0.5233 0.3685 -0.2399 0.480
Cl -3.546 -0.969 6.400 0.3125 0.1060 -0.1535 0.512
Cl -2.452 -0.885 3.705 -0.0433 0.1741 0.7759 0.548
Cl 1.682 -3.022 7.099 0.3239 -0.4961 -0.1838 0.463
C 2.254 -4.502 6.289 -0.0477 -0.0865 0.0013 -1.970
Cl 2.836 -5.660 7.510 -0.6823 -0.0188 -0.3820 0.496
Cl 0.913 -5.231 5.370 0.3475 0.2128 0.1869 0.532
Cl 3.584 -4.093 5.176 -0.3658 0.0843 0.4619 0.477
Cl 2.954 2.107 -5.366 -0.0755 -0.3226 -0.0425 0.513
C 2.554 0.384 -5.583 -0.0949 -0.1565 -0.0737 -1.993
Cl 3.930 -0.616 -5.055 -0.2923 0.2459 -0.0952 0.519
Cl 1.118 -0.019 -4.607 0.5951 0.2175 -0.2399 0.452
Cl 2.212 0.065 -7.302 0.1495 0.0787 0.4611 0.502
Cl -3.943 3.935 -4.784 -0.3065 0.5400 -0.2570 0.428
C -4.646 5.522 -4.383 -0.1377 0.0992 -0.0620 -1.977
Cl -4.121 6.008 -2.751 -0.1617 -0.0474 -0.4051 0.495
Cl -4.097 6.732 -5.569 -0.1081 -0.3030 0.2925 0.526
Cl -6.424 5.412 -4.426 0.5871 0.0457 -0.1584 0.491
Cl -2.696 1.691 -7.050 0.1400 -0.3304 -0.2062 0.500
C -2.124 0.211 -7.860 0.0780 -0.0438 0.1190 -1.982
Cl -1.541 -0.948 -6.639 -0.2080 0.2483 -0.3402 0.499
Cl -3.465 -0.519 -8.780 0.3302 0.1904 0.2009 0.520
Cl -0.794 0.619 -8.973 -0.7121 -0.1920 0.4507 0.453
Cl -9.718 5.502 -3.321 0.0656 -0.1996 0.3159 0.499
C -9.324 4.561 -1.860 0.0517 -0.0580 0.0909 -2.008
Cl -9.476 2.821 -2.215 0.0485 0.4471 0.0744 0.515
Cl -7.654 4.920 -1.355 -0.4883 -0.1198 0.0448 0.485
Cl -10.449 5.000 -0.550 0.2652 -0.0990 -0.3381 0.514
Cl 5.595 -4.421 10.778 0.2279 -0.0738 -0.3703 0.502
C 6.451 -4.591 9.224 0.0039 0.0781 -0.0088 -1.992
Cl 5.397 -4.033 7.901 0.8357 0.1572 0.4688 0.464
Cl 7.937 -3.609 9.254 -0.3290 -0.2384 0.0124 0.517
Cl 6.875 -6.302 8.964 -0.1227 0.4061 0.0449 0.518
Cl -0.608 1.975 -14.123 0.1260 -0.3384 0.2836 0.516
C -0.149 0.609 -13.076 -0.0614 -0.0596 -0.0640 -2.000
Cl 1.030 -0.422 -13.927 -0.2889 0.2629 0.2250 0.515
Cl 0.581 1.231 -11.574 0.1034 -0.0031 -0.6868 0.475
Cl -1.598 -0.349 -12.679 0.3720 0.2508 -0.0642 0.510
Cl 5.352 -3.692 1.702 -0.0835 -0.3497 -0.0134 0.498
C 4.951 -5.414 1.486 -0.1415 -0.1473 -0.0338 -2.007
Cl 6.328 -6.415 2.014 -0.3132 0.2553 -0.1119 0.511
Cl 3.516 -5.817 2.461 0.4054 -0.0266 -0.5277 0.487
Cl 4.610 -5.733 -0.234 0.1030 0.1061 0.4301 0.515
Cl 2.835 -2.317 10.178 -0.2879 0.2855 0.3910 0.466
C 1.651 -1.429 11.171 0.0271 -0.0389 -0.0280 -2.006
Cl 1.326 0.159 10.430 0.0681 -0.3758 0.1593 0.511
Cl 0.136 -2.362 11.266 0.3705 0.2265 -0.0424 0.515
Cl 2.308 -1.195 12.811 -0.1552 -0.0499 -0.3757 0.513
```
Positions in Å, forces in eV/Å.

Summary:
SMILES: CC(C)=NN([C@@H](Br)[C@@H](C)Br)S(=O)(=O)F.ClC(Cl)(Cl)Cl.ClC(Cl)(Cl)Cl.ClC(Cl)(Cl)Cl.ClC(Cl)(Cl)Cl.ClC(Cl)(Cl)Cl.ClC(Cl)(Cl)Cl.ClC(Cl)(Cl)Cl.ClC(Cl)(Cl)Cl.ClC(Cl)(Cl)Cl.ClC(Cl)(Cl)Cl
HOMO in Ha: -0.3549
Gap between HOMO and LUMO in Eh: 0.31672
Net charge: 0
Relative energy (zero: lowest compared OMol25 entry of this formula, charge and spin) in eV: 6.431
Spin multiplicity: 1



2.
C25H32FLaO2 | ωB97M-V/def2-TZVPD

The geometry in XYZ format:
```
61
Properties=species:S:1:pos:R:3:forces:R:3:lowdin_charge:R:1
O 0.052 -0.108 -5.098 -0.1092 0.4787 -1.6804 -0.126
C -0.020 1.197 -5.773 0.1901 0.4265 0.8380 -0.148
C -0.228 0.607 -7.158 0.1127 -0.3674 0.6303 -0.078
H 0.935 1.719 -5.631 -0.3099 0.0765 -0.0382 0.121
H -0.857 1.804 -5.407 0.2425 -0.1051 0.1430 0.118
C -0.062 -0.740 -6.409 -0.0288 -0.2699 -1.1616 -0.582
H 0.590 0.808 -7.853 -0.4161 0.0611 -0.0915 0.114
H -1.227 0.752 -7.578 0.3483 0.1089 -0.0626 0.117
C 1.202 -1.426 -6.871 0.2474 -0.2077 0.2297 -0.026
H 2.042 -0.727 -6.862 -0.0195 -0.0850 0.0160 0.090
H 1.046 -1.774 -7.899 0.1064 0.0514 0.1717 0.096
H 1.458 -2.285 -6.248 -0.0298 0.0001 0.0076 0.089
C -1.261 -1.640 -6.552 -0.2060 -0.2538 0.1331 -0.024
H -2.182 -1.124 -6.276 0.0433 -0.0106 0.0515 0.090
H -1.164 -2.541 -5.943 -0.0170 0.0158 0.0418 0.089
H -1.347 -1.951 -7.600 0.0035 0.0519 0.1819 0.095
La -0.141 -0.157 2.419 0.5148 0.7509 1.5419 1.936
C -2.411 -0.827 3.801 -0.3703 0.5317 -0.3128 -0.226
C -2.294 0.580 3.979 -0.5899 -0.0680 -0.2328 -0.229
C -2.526 1.214 2.722 -0.2414 -0.6774 -0.0569 -0.223
H -2.097 1.092 4.922 -0.0728 -0.1981 -0.4078 0.096
C -2.747 0.185 1.750 -0.5972 0.1035 0.6424 -0.257
C -2.689 -1.075 2.421 -0.3036 0.5010 0.0684 -0.244
H -2.884 -2.049 1.971 0.1494 0.3220 0.1370 0.103
H -2.381 -1.573 4.596 0.1640 0.2371 -0.3163 0.108
H -2.601 2.289 2.551 0.2061 -0.3592 0.0254 0.100
H -2.972 0.342 0.694 0.0669 -0.0825 0.3614 0.096
C 0.953 -2.127 4.044 0.1503 -0.3064 -0.5814 -0.206
C 0.081 -2.794 3.134 0.7887 -0.1214 -0.1409 -0.232
C 0.637 -2.677 1.823 0.2748 -0.0394 0.2929 -0.251
H -0.824 -3.335 3.403 0.2893 0.1691 -0.1230 0.101
C 1.847 -1.916 1.923 -0.0196 -0.4527 0.5344 -0.254
C 2.031 -1.572 3.297 0.0533 -0.6480 -0.3262 -0.234
H 2.857 -0.995 3.713 -0.3117 -0.1933 -0.1508 0.105
H 0.858 -2.111 5.129 -0.0842 0.2101 -0.4085 0.107
H 0.235 -3.127 0.911 0.1039 0.1960 0.3421 0.097
H 2.514 -1.658 1.099 -0.2127 -0.0999 0.2771 0.097
O -0.064 0.284 -0.029 0.2294 0.5072 -1.0782 -0.377
C -0.397 -0.653 -1.123 0.3880 0.5597 0.4866 -0.146
C -0.627 0.229 -2.329 -0.5710 0.1466 0.0200 -0.156
H -1.282 -1.233 -0.823 0.3269 0.2197 0.0111 0.125
H 0.464 -1.323 -1.254 -0.1991 0.1241 0.0992 0.127
C 0.185 1.511 -2.066 0.3813 -0.3508 -0.2913 -0.148
H -1.698 0.472 -2.415 0.2796 -0.0368 0.0498 0.127
H -0.320 -0.261 -3.252 -0.1465 0.1375 0.3076 0.085
C 0.219 1.643 -0.553 -0.4265 -0.7303 0.2665 -0.146
H -0.262 2.383 -2.551 0.0658 -0.0935 0.1143 0.116
H 1.203 1.392 -2.464 -0.2537 0.0452 0.1229 0.122
H -0.574 2.306 -0.177 0.2076 -0.1617 -0.0287 0.126
H 1.194 1.961 -0.160 -0.2675 -0.0882 -0.0822 0.125
F 2.703 3.054 7.749 -0.3083 -0.3340 -0.5627 0.005
C 2.092 2.419 6.686 0.1849 0.1649 0.1009 -0.284
C 2.487 2.757 5.398 -0.3381 -0.3284 -0.6399 -0.030
C 1.851 2.096 4.308 0.8415 0.8549 1.8815 -0.169
C 0.887 1.153 4.572 -1.4272 -1.1534 -2.7158 -0.294
C 0.487 0.840 5.846 0.9329 0.8951 1.8154 -0.170
C 1.109 1.477 6.953 -0.4038 -0.3716 -0.6377 -0.019
H 3.256 3.504 5.229 -0.0313 -0.0106 0.1820 0.103
H 2.143 2.356 3.290 0.0923 0.0281 0.1079 0.070
H -0.304 0.113 6.043 0.1952 0.0909 -0.0047 0.079
H 0.824 1.241 7.976 0.1316 0.1389 -0.1004 0.107
```
Positions in Å, forces in eV/Å.

Summary:
HOMO in Ha: -0.2626
Gap between HOMO and LUMO in Eh: 0.26527
Net charge: 0
Relative energy (zero: lowest compared OMol25 entry of this formula, charge and spin) in eV: 0.000
Spin multiplicity: 1



3.
C46H54BrI2N5O4Pb | ωB97M-V/def2-TZVPD

The geometry in XYZ format:
```
113
Properties=species:S:1:pos:R:3:forces:R:3:lowdin_charge:R:1
Pb -0.067 0.041 0.271 -0.6487 0.4446 1.2995 1.573
O -4.497 1.945 0.614 -0.4202 0.3278 -0.2488 0.071
C -4.661 1.837 1.943 0.1702 -0.1704 0.3532 -0.259
C -5.760 2.470 2.523 0.0097 0.0703 -0.1802 -0.003
C -5.963 2.395 3.882 0.0642 -0.0398 0.0493 -0.054
C -5.079 1.689 4.704 -0.0763 0.0423 0.0286 -0.073
C -3.999 1.052 4.144 0.0087 0.0132 -0.1293 -0.021
C -3.767 1.112 2.758 -0.2297 0.1620 -0.1962 -0.092
C -2.625 0.432 2.157 0.8455 -0.4984 0.6339 -0.420
O -2.384 0.538 0.907 0.4250 -0.1794 -0.6302 -0.195
N -1.858 -0.295 2.988 -1.3184 0.0874 1.1785 0.074
N -0.798 -0.843 2.473 1.1553 0.1652 -1.9984 -0.102
C -0.161 -1.839 2.962 -0.5358 0.0710 0.6234 -0.071
C 1.027 -2.361 2.302 0.1580 -0.1083 -0.1248 -0.273
C 1.671 -3.489 2.806 -0.0058 0.0146 -0.0266 0.005
C 2.762 -4.005 2.127 -0.0763 0.0835 0.0075 -0.023
C 3.191 -3.378 0.965 0.0581 -0.0196 -0.0695 -0.034
C 2.510 -2.254 0.535 0.0027 -0.0408 0.0815 -0.148
N 1.457 -1.756 1.184 0.1260 -0.0822 -0.0113 -0.016
H -3.722 1.419 0.356 0.1582 -0.1175 0.0884 0.059
H -6.434 3.014 1.875 -0.0141 -0.0081 0.0268 0.124
H -6.822 2.888 4.319 0.0012 0.0096 -0.0062 0.114
H -5.252 1.642 5.769 0.0161 -0.0174 -0.0047 0.108
H -3.308 0.488 4.752 0.0190 -0.0187 0.0314 0.108
H -0.518 -2.343 3.858 0.0058 0.1040 0.0434 0.139
H 1.308 -3.949 3.715 0.0007 -0.0014 -0.0005 0.126
H 3.269 -4.885 2.498 0.0179 0.0069 0.0042 0.123
H 4.040 -3.744 0.405 0.0045 0.0084 0.0106 0.116
H 2.821 -1.719 -0.356 0.0235 -0.0252 0.0037 0.059
C -1.689 2.224 -7.119 0.0263 -0.0059 0.0947 -0.011
C -0.533 1.238 -6.852 -0.1146 -0.0494 -0.1541 -0.546
C 0.711 1.669 -7.650 0.0438 0.0246 0.0966 -0.015
C -0.956 -0.156 -7.323 0.0296 0.0844 0.0700 -0.050
C -0.201 1.279 -5.383 -0.0419 -0.3139 0.1017 -0.083
C -0.339 0.186 -4.568 -0.1941 -0.1421 0.0332 0.056
C 0.098 0.228 -3.233 -0.1466 -0.3773 -0.1683 -0.111
N -0.092 -0.743 -2.358 0.0057 -0.1383 -0.1799 0.129
C -0.291 -2.031 -2.511 0.1517 0.4083 -0.4651 -0.117
C 0.219 -2.815 -3.561 0.2642 0.0987 0.0010 0.037
C -0.140 -4.131 -3.691 0.0980 0.3043 -0.0887 -0.071
C -1.049 -4.723 -2.728 -0.2506 0.0209 0.3548 0.087
C -1.500 -4.099 -1.618 -0.1373 -0.6159 -0.1494 -0.046
C -1.026 -2.726 -1.386 -0.1311 0.0170 0.7489 -0.199
O -1.128 -2.165 -0.306 -0.2621 -0.4038 -0.6668 0.002
C -2.393 -4.792 -0.595 -0.0695 0.0497 0.1815 -0.527
C -2.870 -6.148 -1.117 0.0461 0.0413 -0.0308 -0.051
C -3.644 -3.943 -0.290 0.1710 -0.0007 -0.1579 -0.017
C -1.580 -5.032 0.697 -0.0280 0.0501 -0.1447 -0.016
C 0.364 -4.928 -4.876 0.0851 -0.1411 -0.0898 -0.542
C -0.042 -6.404 -4.819 0.0146 0.0885 0.0238 -0.045
C 1.902 -4.844 -4.918 -0.0628 0.0395 0.0814 -0.022
C -0.220 -4.302 -6.158 -0.0535 0.0579 0.0873 -0.016
C 0.651 1.517 -2.674 0.2733 0.1715 0.5845 -0.239
O 1.115 1.522 -1.537 0.0875 0.0110 -0.9701 -0.126
C 0.574 2.717 -3.520 -0.0864 0.4636 -0.3852 -0.047
C 0.240 2.534 -4.817 0.1979 0.2635 0.3044 0.068
C 0.851 4.100 -2.939 0.0867 0.0592 0.1643 -0.525
C 2.279 4.217 -2.373 -0.1221 -0.1357 -0.1128 -0.032
C -0.177 4.346 -1.816 0.0550 -0.0787 -0.0945 -0.019
C 0.676 5.187 -4.001 -0.0448 -0.0810 0.0177 -0.050
H -1.934 2.197 -8.181 0.0026 0.0028 -0.0030 0.102
H -1.426 3.250 -6.863 -0.0219 0.0027 -0.0166 0.086
H -2.579 1.941 -6.554 -0.0153 0.0261 -0.0240 0.100
H 0.483 1.618 -8.714 -0.0094 0.0103 -0.0021 0.102
H 1.553 1.004 -7.450 0.0119 0.0136 -0.0229 0.099
H 1.016 2.691 -7.424 0.0091 -0.0166 -0.0204 0.087
H -1.185 -0.115 -8.387 0.0048 -0.0117 -0.0044 0.100
H -1.854 -0.506 -6.809 0.0061 -0.0191 -0.0209 0.093
H -0.151 -0.882 -7.185 -0.0300 -0.0287 0.0036 0.082
H -0.805 -0.719 -4.927 0.0947 -0.0555 -0.0649 0.112
H 0.880 -2.343 -4.274 -0.0312 -0.0057 -0.0606 0.128
H -1.363 -5.740 -2.903 0.0563 0.0548 -0.0379 0.097
H -3.420 -6.042 -2.054 -0.0092 -0.0536 0.0040 0.100
H -3.545 -6.587 -0.384 0.0043 -0.0095 0.0013 0.100
H -2.043 -6.846 -1.262 -0.0326 -0.0306 0.0063 0.093
H -4.247 -3.817 -1.192 -0.0215 0.0057 0.0287 0.098
H -3.396 -2.961 0.103 0.0221 0.0712 0.0596 0.076
H -4.254 -4.458 0.452 0.0066 -0.0142 -0.0072 0.099
H -0.683 -5.618 0.484 -0.0090 -0.0042 0.0190 0.096
H -2.193 -5.592 1.403 -0.0034 0.0057 -0.0091 0.100
H -1.289 -4.095 1.164 0.0239 0.0554 0.0691 0.064
H 0.316 -6.886 -3.908 -0.0168 -0.0352 -0.0176 0.099
H 0.408 -6.923 -5.664 -0.0089 -0.0134 -0.0051 0.099
H -1.123 -6.535 -4.895 0.0084 -0.0287 0.0156 0.095
H 2.337 -5.231 -3.995 0.0356 -0.0117 -0.0273 0.099
H 2.255 -3.823 -5.066 0.0136 -0.0139 -0.0038 0.081
H 2.269 -5.447 -5.748 -0.0003 0.0001 -0.0033 0.100
H -1.311 -4.325 -6.143 0.0037 -0.0023 -0.0370 0.100
H 0.123 -4.870 -7.023 0.0019 -0.0101 0.0046 0.103
H 0.104 -3.268 -6.281 0.0038 -0.0039 -0.0250 0.068
H 0.262 3.388 -5.478 -0.0292 -0.0567 -0.0028 0.104
H 2.427 3.561 -1.522 0.0545 -0.0457 0.0748 0.034
H 2.449 5.244 -2.048 -0.0089 -0.0015 -0.0128 0.098
H 3.020 3.975 -3.136 0.0210 0.0228 0.0192 0.097
H -0.050 3.632 -1.004 -0.0135 0.0278 0.0516 0.057
H -1.198 4.276 -2.199 -0.0086 0.0265 0.0255 0.101
H -0.034 5.349 -1.412 -0.0047 -0.0008 0.0073 0.101
H 1.404 5.080 -4.808 -0.0141 0.0483 -0.0213 0.097
H 0.838 6.160 -3.539 0.0081 -0.0035 0.0042 0.099
H -0.332 5.186 -4.420 0.0159 0.0377 -0.0282 0.095
Br 2.913 3.893 4.149 -0.1328 -0.0262 -0.0865 0.801
C 1.340 3.627 3.144 0.1233 0.0083 0.0869 -0.660
C 0.313 4.559 3.156 -0.0020 -0.0464 -0.0263 -0.072
C -0.810 4.306 2.384 0.0555 0.0087 -0.0021 -0.015
C -0.866 3.141 1.639 -0.0413 0.0313 0.0498 -0.137
N 0.121 2.241 1.645 0.0334 0.0178 0.0695 -0.040
C 1.206 2.479 2.382 0.0428 -0.0010 -0.0286 -0.177
H 0.393 5.455 3.755 0.0048 0.0019 -0.0034 0.119
H -1.635 5.004 2.358 -0.0066 -0.0083 0.0097 0.123
H -1.730 2.914 1.028 -0.0148 -0.0150 0.0170 0.108
H 1.995 1.735 2.359 0.0092 0.0209 0.0333 0.105
I 4.327 1.012 -0.829 0.1159 0.1176 0.1032 0.114
I 6.480 2.087 0.314 -0.1445 -0.0984 -0.0643 0.122
```
Positions in Å, forces in eV/Å.

Summary:
HOMO (spin up / spin down) in Ha: -0.4372 / -0.4371
Gap between HOMO and LUMO (spin up / spin down) in Eh: 0.12564 / 0.12505
Net charge: +2
Relative energy (zero: lowest compared OMol25 entry of this formula, charge and spin) in eV: 0.635
Spin multiplicity: 1



Calculated values (Eh) of DFT total energy for the records, taken in order: -24929.590323 -1253.680703 -5721.755697.